Density functional theory data (wB97M-V/def2-TZVPD) for a molecular structure, C13H33ClHfIN2OP2S in a non-equilibrium geometry.

HOMO = -17.37 eV
maximum force = 4.98 eV Å⁻¹
LUMO = -10.904 eV
total charge = +3
molecular weight = 668.3 g/mol
orbital gap = 6.5 eV

```
55
Properties=species:S:1:pos:R:3:forces:R:3
C -0.0311 7.1594 -2.8086 0.469 -0.327 0.149
C -0.7573 5.9009 -2.3495 -4.886 0.774 -0.535
H -0.8040 7.8769 -3.1297 0.144 -0.500 0.203
H 0.6357 6.9470 -3.6548 -0.100 -0.099 0.307
H 0.5518 7.6025 -1.9902 -0.076 -0.287 -0.164
O -1.9460 5.7350 -2.3403 3.595 0.354 0.031
I 0.3334 4.0512 -1.5735 0.752 -0.748 0.325
Hf -0.0505 0.4981 -0.2014 1.727 1.256 -0.312
P -0.0403 1.1168 2.3279 0.250 0.481 2.019
C -1.3430 0.5219 3.4544 -0.298 -0.040 -0.560
C 1.4979 0.6206 3.2017 0.124 -0.145 -0.516
H 1.5421 1.1005 4.1870 -0.123 -0.045 -0.229
H 0.0624 3.2706 3.3926 -0.015 0.132 -0.234
H 2.3753 0.9071 2.6080 -0.192 -0.013 0.265
H 0.7341 3.3327 1.7105 -0.161 -0.081 0.354
H -1.2790 -0.5703 3.5315 0.018 0.223 0.030
H 1.5101 -0.4706 3.3284 -0.040 0.290 -0.003
C -0.0633 2.9340 2.3576 -0.159 0.042 -0.185
H -1.2481 0.9637 4.4495 0.066 0.008 -0.150
H -1.0256 3.2814 1.9521 0.231 0.048 0.259
H -2.3146 0.7858 3.0225 0.026 -0.047 0.278
P 0.1849 -0.7663 -2.4487 0.432 -1.178 -2.007
C -1.0419 -2.0046 -2.9786 -0.342 0.305 0.453
C 0.2251 0.5428 -3.7139 -0.181 0.226 0.169
H 2.6082 -1.0357 -2.3279 -0.174 -0.196 -0.196
H 1.9111 -1.9829 -3.6842 -0.170 0.127 0.189
H 1.7618 -2.5656 -1.9992 -0.031 0.205 -0.193
C 1.7718 -1.6739 -2.6410 0.112 0.242 0.549
H 0.9782 1.3023 -3.4500 -0.129 -0.302 -0.211
H 0.4473 0.0923 -4.6878 -0.032 0.206 0.113
H -0.8518 -2.3618 -3.9937 0.070 0.127 0.108
H -2.0348 -1.5447 -2.9267 0.043 -0.231 -0.157
H -0.7544 1.0437 -3.7369 0.243 -0.135 -0.196
H -1.0107 -2.8504 -2.2806 -0.008 0.139 -0.182
Cl 2.2327 0.9109 -0.2470 -1.057 -0.004 -0.077
C -2.6873 -5.4355 3.0790 -0.027 -0.002 0.551
C -2.0271 -5.0989 1.7544 -0.391 -0.212 -0.183
N -1.5175 -3.6982 1.6720 0.936 0.957 -0.730
C -0.2905 -3.3083 1.2851 -0.361 -2.476 0.565
S 0.0361 -1.6623 0.7577 -0.137 -0.941 0.519
N 0.7446 -4.1774 1.3117 -0.150 1.872 -0.030
C 0.9551 -5.3000 2.2732 0.252 -0.124 0.226
C 1.4629 -6.5330 1.5582 0.009 -0.440 -0.335
H -2.0299 -5.3773 3.9572 0.041 0.167 -0.337
H -3.0254 -6.4728 3.0415 -0.070 0.075 -0.140
H -3.5673 -4.8139 3.2793 0.176 -0.074 -0.113
H -1.1984 -5.7723 1.5458 -0.379 0.104 -0.278
H -2.7852 -5.2070 0.9607 0.422 0.109 0.131
H -2.2319 -2.9818 1.6241 0.061 -0.086 0.152
H 1.6281 -3.7861 0.9674 -0.545 -0.280 0.062
H 1.7272 -4.9631 2.9858 -0.429 0.006 -0.173
H 0.0228 -5.4875 2.8110 0.529 0.165 0.062
H 2.4192 -6.3515 1.0546 -0.154 0.031 0.134
H 1.6209 -7.3293 2.2839 0.104 0.060 0.100
H 0.7702 -6.9427 0.8131 -0.015 0.283 0.122
```
Positions in Å, forces in eV/Å.



Density functional theory data (wB97M-V/def2-TZVPD) for a molecular structure, C27H31AuN8O2PS5 in a non-equilibrium geometry.

HOMO (alpha / beta) = -9.71 / -9.90 eV
maximum force = 2.88 eV Å⁻¹
LUMO (alpha / beta) = -2.183 / -5.179 eV
multiplicity = 3
total charge = +1
molecular weight = 887.9 g/mol
orbital gap (alpha / beta) = 7.5 / 4.7 eV

```
75
Properties=species:S:1:pos:R:3:forces:R:3
Au 10.6008 10.5609 9.6371 -0.533 -2.071 -0.192
N 18.7000 11.5060 13.3220 0.117 -0.604 0.578
C 17.5499 11.4035 12.5589 -2.072 0.083 0.278
C 17.5227 11.8667 11.2471 0.179 0.033 -0.371
C 16.4170 11.6825 10.4126 0.295 0.062 -0.576
C 15.3086 11.0334 10.9421 0.219 -0.591 -0.953
C 15.1790 10.7714 12.3103 0.559 -0.601 -0.958
C 16.2807 10.9726 13.1095 1.300 0.185 0.883
S 14.1840 10.1402 9.8657 0.313 1.028 1.049
O 14.4825 10.3704 8.4598 -0.630 -0.078 1.524
O 14.1677 8.7642 10.3654 -0.205 0.777 -0.765
N 12.7491 10.7909 10.4228 -0.386 -0.165 -0.754
C 12.5087 12.1359 10.4079 0.439 0.692 -0.736
N 11.2195 12.4308 10.1031 -0.609 0.208 -0.349
C 10.7990 13.6355 9.7065 0.647 0.058 0.557
C 11.7379 14.6612 9.7934 -1.413 0.960 -0.548
C 12.9612 14.3510 10.3305 1.172 -0.384 0.483
N 13.3814 13.1070 10.5800 0.306 0.646 0.370
H 19.5616 11.4984 12.7986 -0.050 0.195 -0.193
H 18.7894 10.8365 14.0859 -0.313 0.363 -0.254
H 18.4358 12.3149 10.8702 -0.110 0.046 -0.197
H 16.4535 12.0192 9.3352 -0.072 -0.665 1.371
H 14.2774 10.2334 12.6021 0.217 0.356 0.488
H 16.2206 10.7665 14.1953 0.082 0.000 -0.747
H 9.7333 13.7326 9.3934 1.086 -0.086 0.274
H 11.5199 15.6937 9.4848 -0.031 -0.639 0.278
H 13.6780 15.1409 10.5938 -0.273 -0.302 -0.339
N 7.2355 9.4175 7.8287 0.754 -0.005 0.698
C 7.6361 10.6919 8.0098 -0.003 -0.589 -0.472
N 7.5548 11.5623 7.0032 -0.724 -0.664 -0.432
S 8.2131 11.2003 9.5063 -0.128 0.497 0.811
H 7.1810 9.0519 6.8998 -0.174 -0.100 -0.513
H 7.6423 8.7561 8.5029 -0.399 0.456 -0.336
H 7.0088 11.2895 6.1668 0.704 0.798 0.725
H 7.8082 12.5138 7.2456 -0.325 -0.210 -0.539
S 10.2363 8.2545 8.9892 -0.027 -0.168 0.238
C 10.5807 7.4176 10.4824 2.504 -0.234 0.436
N 9.7358 6.5414 10.9986 -1.836 0.158 0.115
C 9.7977 6.0624 12.3772 -1.337 0.386 1.262
C 11.1969 5.9403 12.8998 0.705 -0.505 -0.441
C 12.0678 7.1262 12.4647 0.377 -0.272 -0.376
N 11.7805 7.5031 11.0728 -1.481 0.143 0.112
H 8.8116 6.5910 10.5847 0.145 -0.128 0.172
H 9.2475 5.0990 12.5058 0.499 0.673 -0.528
H 9.2710 6.7682 13.0873 0.209 -0.330 -1.092
H 11.5971 4.9961 12.5201 0.304 0.140 0.177
H 11.0688 5.8746 13.9795 0.534 -0.023 0.026
H 13.1589 6.9666 12.4265 -0.503 -0.490 0.471
H 11.9322 7.9777 13.1255 -0.298 0.302 -0.019
H 12.5725 7.8921 10.5916 0.218 0.765 -0.449
S 12.0055 13.6083 14.6820 -0.024 1.318 -0.731
P 11.0317 11.8951 15.0375 0.097 -2.456 -0.090
S 10.3418 10.6850 13.6608 -0.279 0.485 -0.835
C 9.7345 12.3868 16.1946 2.705 0.612 0.793
C 8.4773 12.6689 15.7707 -1.959 0.026 0.776
C 7.5432 13.0991 16.7423 -0.572 -0.061 -0.370
C 7.8849 13.2807 18.0714 1.639 -0.639 -1.343
C 9.2200 13.0718 18.4278 -0.016 -0.112 0.267
C 10.1735 12.6737 17.5126 -0.447 0.233 -0.372
C 12.3288 10.8597 15.8300 -0.476 2.286 0.123
C 13.6509 11.2432 15.8235 0.605 -0.542 0.391
C 14.5478 10.5466 16.6323 1.565 0.273 -0.708
C 14.1210 9.5550 17.4690 -0.900 -1.104 0.802
C 12.7566 9.1854 17.4674 1.174 0.057 0.097
C 11.8894 9.8608 16.6421 -1.004 -1.091 0.657
H 8.1667 12.4735 14.7535 0.040 0.021 -0.039
H 6.4908 13.2524 16.4992 0.351 0.003 -0.352
H 7.1828 13.5776 18.7974 -0.787 0.271 0.658
H 9.4964 13.1765 19.4548 0.247 0.290 0.480
H 11.2406 12.6660 17.7787 -0.601 -0.411 -0.082
H 13.9987 12.0712 15.2424 0.132 0.255 -0.288
H 15.6493 10.7113 16.5671 -1.065 0.304 0.129
H 14.8214 9.0568 18.1573 -0.377 0.205 -0.508
H 12.4264 8.3750 18.0943 -0.168 -0.031 0.192
H 10.8188 9.6635 16.6472 0.169 -0.296 0.106
```
Positions in Å, forces in eV/Å.



Density functional theory data (wB97M-V/def2-TZVPD) for a molecular structure, C24H28N2O3P2Rh in a non-equilibrium geometry.

HOMO (alpha / beta) = -8.97 / -11.93 eV
maximum force = 8.12 eV Å⁻¹
LUMO (alpha / beta) = -1.977 / -6.216 eV
multiplicity = 5
total charge = +1
molecular weight = 557.4 g/mol
orbital gap (alpha / beta) = 7.0 / 5.7 eV

```
60
Properties=species:S:1:pos:R:3:forces:R:3
C -0.4845 -1.4167 -4.0989 -0.351 -0.438 -0.237
C -0.0701 -0.6859 -2.9941 -0.780 -0.242 0.285
C -1.0541 -0.3058 -2.0521 -0.607 -0.238 0.298
C -2.3782 -0.7628 -2.1867 -0.804 -0.009 0.289
C -2.7557 -1.5479 -3.2595 -0.297 0.001 -0.033
C -1.8134 -1.8594 -4.2404 -0.109 0.446 0.144
C -3.3795 -0.3540 -1.1119 0.136 0.137 0.046
C -3.0916 1.1127 -0.8171 -0.356 0.108 0.359
C -1.7521 1.5333 -0.8121 -0.225 -0.096 0.808
C -1.3863 2.8634 -0.4744 -0.134 -0.753 0.054
C -2.3982 3.7844 -0.2069 0.113 -0.281 -0.203
C -3.7437 3.3872 -0.2403 0.230 -0.266 -0.243
C -4.0829 2.0560 -0.5424 0.203 0.243 0.326
H 0.2442 -1.6885 -4.8620 -0.119 0.062 0.194
H -3.8249 -1.8371 -3.2956 0.917 -0.039 -0.308
H -2.1496 -2.3957 -5.1239 0.327 -0.015 0.125
H -4.4413 -0.5086 -1.3257 0.178 0.318 -0.933
H -2.1058 4.8136 0.0134 -0.268 -0.279 0.001
H -4.5121 4.1346 -0.0408 0.129 -0.333 -0.030
H -5.1177 1.7148 -0.5089 0.181 0.265 -0.078
N -0.7767 0.5155 -0.9318 -1.908 1.406 -3.852
Rh 0.3773 -0.0239 0.5973 2.637 -1.831 -0.135
C 1.3551 -0.4584 -2.6625 0.900 0.040 0.887
H 1.6057 0.6013 -2.5425 0.023 -0.084 -0.141
H 2.0630 -0.9275 -3.3546 -0.255 0.131 -0.062
C 0.0843 3.1557 -0.3191 0.586 -0.071 0.093
H 0.6675 2.9250 -1.2338 -0.337 0.344 0.354
H 0.3005 4.1690 0.0424 -0.240 0.049 -0.495
P 1.5601 -1.2526 -0.9785 0.128 -0.878 -1.652
P 0.7684 2.0694 0.9896 -0.205 1.234 -0.012
C 0.0235 2.6729 2.5096 0.463 0.391 0.195
H 0.4532 2.0841 3.3368 -0.265 0.386 -0.273
H 0.3308 3.7272 2.5590 -0.324 -0.101 0.439
H -1.0746 2.5757 2.4692 0.503 0.146 -0.050
C 2.5491 2.1870 0.9862 0.251 0.685 0.381
H 2.7527 3.2581 0.9218 0.654 -0.042 -0.018
H 2.8929 1.7618 1.9394 0.026 0.186 -0.307
H 2.9713 1.6316 0.1384 -0.137 0.418 0.233
C 1.1055 -2.9845 -1.3040 0.168 -0.193 0.193
H 1.8401 -3.4610 -1.9715 -0.162 0.154 0.169
H 1.0453 -3.5109 -0.3389 0.050 0.118 -0.458
H 0.1151 -3.0195 -1.7708 0.184 0.034 0.118
C 3.3066 -1.2508 -0.5526 0.281 -0.050 0.070
H 3.4220 -1.7863 0.3991 0.051 0.124 -0.238
H 3.8727 -1.7598 -1.3411 0.057 0.119 0.183
H 3.6610 -0.2223 -0.4244 0.070 -0.302 -0.069
C -1.0533 -0.1037 1.8094 -7.181 -0.878 3.681
O -2.0418 -0.1043 2.4323 3.489 0.238 -1.737
H -3.3529 -1.0728 -0.2644 0.860 0.726 0.124
O 0.3543 -3.4471 1.5900 0.316 1.118 0.161
C 0.9892 -2.6718 2.2908 0.308 -0.411 0.977
C 1.8776 -3.0988 3.4516 0.235 -0.759 0.153
C 2.2834 -1.8187 4.1478 0.173 -0.231 0.279
C 1.7213 -0.7358 3.2791 0.534 1.316 0.506
O 1.8873 0.4846 3.5181 -0.569 -2.131 -0.952
N 1.0451 -1.2915 2.2229 0.594 -0.203 0.433
H 1.3400 -3.7841 4.1157 0.119 -0.019 -0.305
H 2.7591 -3.6230 3.0486 -0.407 -0.032 0.081
H 1.8496 -1.7419 5.1433 0.096 0.126 0.081
H 3.3664 -1.7057 4.2323 -0.131 0.137 0.102
```
Positions in Å, forces in eV/Å.



Q: Among the records above, which one has the highest molecular weight?
A: C27H31AuN8O2PS5